This record from the OMol25 dataset describes a 4-piece molecular cluster, C3H12O4 overall. The level of theory is ωB97M-V with the def2-TZVPD basis set.

The geometry in XYZ format:
```
19
Properties=species:S:1:pos:R:3:forces:R:3:nbo_charge:R:1
C -1.20553 -2.61618 1.69459 0.5082 0.4364 -0.0757 -0.6969
C -1.24299 -1.31593 1.00867 -0.9717 -0.7824 0.8431 0.0616
C -0.21195 -0.82788 0.22107 -0.5035 -1.1191 -1.1824 0.2725
O -0.45279 0.10239 -0.64252 0.1272 -0.8316 0.1685 -0.5407
H -1.94310 -3.27026 1.21195 0.0336 -0.0240 -0.0573 0.2942
H -0.21608 -3.06250 1.66531 -0.0517 -0.2129 0.1657 0.2446
H -1.57871 -2.50135 2.71795 0.1016 -0.0312 0.0457 0.2914
H -2.23199 -0.87041 1.02838 0.2474 0.6580 -0.2331 0.2405
H 0.67740 -1.42672 0.05739 0.3464 0.1099 0.3847 0.2142
H 0.23152 0.02512 -1.37712 0.3993 0.9511 -0.9945 0.5577
H 1.54777 1.36692 -2.12722 0.1640 -0.1349 -0.2733 0.5167
H 1.44506 0.55454 -3.47315 -0.1447 -0.1452 -0.0436 0.5165
O 1.31416 0.48746 -2.52295 -0.1936 0.1785 0.7740 -1.0074
H 1.23383 2.63032 -0.37634 0.0875 0.4377 0.0891 0.5005
H 2.52656 1.83609 -0.43261 0.3391 0.3091 0.0837 0.4728
O 2.05067 2.53548 -0.89899 -0.4615 -0.6370 0.0441 -0.9386
H -0.35712 1.39535 0.51584 -0.6744 0.9132 0.1465 0.4577
H -1.23229 2.67355 0.84336 -0.0643 -0.1796 -0.1447 0.4969
O -0.35440 2.28402 0.88638 0.7111 0.1040 0.2594 -0.9541
```
Forces are in eV/Å.

Calculated values
Relative energy (zero: lowest compared OMol25 entry of this formula, charge and spin), eV: 0.000
Spin multiplicity: 2
Net charge: +1
Orbital gap (alpha / beta), eV: 10.83 / 7.39
Highest occupied orbital energy (alpha / beta), eV: -15.302 / -15.305

***

This record from the OMol25 dataset describes one molecule with the formula C7H10. The level of theory is ωB97M-V with the def2-TZVPD basis set.

The geometry in XYZ format:
```
17
Properties=species:S:1:pos:R:3:forces:R:3:nbo_charge:R:1
C 1.28428 -1.36873 -1.11119 0.0429 -0.0405 0.1917 -0.3999
C 1.39887 -1.12554 0.19210 -0.0572 -0.0586 -0.2152 -0.1634
C 1.64347 0.26404 0.73396 0.0328 -0.0328 -0.0056 -0.4775
C 0.41805 1.14867 0.63532 -0.2068 -0.0351 -0.1233 -0.1749
C -0.78697 0.74615 0.27053 0.1048 0.1323 0.0389 -0.0069
C -1.71337 -0.34067 -0.06127 0.0392 -0.2209 -0.0304 -0.4418
C -2.14399 1.12276 -0.15189 -0.1195 0.2134 0.0411 -0.4433
H 1.01932 -2.34843 -1.50434 0.1508 0.1341 0.1491 0.1991
H 1.40217 -0.56792 -1.84341 0.0139 -0.1474 0.1662 0.1906
H 1.23732 -1.92682 0.91580 0.0387 0.1336 -0.1941 0.1991
H 2.43443 0.74726 0.14279 -0.1008 -0.0821 0.0909 0.2189
H 2.02295 0.23264 1.76538 -0.1275 -0.0196 -0.1831 0.2184
H 0.58081 2.21189 0.81310 -0.0213 -0.1200 -0.0832 0.2032
H -1.58848 -0.92056 -0.97440 -0.0014 0.2011 0.1431 0.2226
H -2.10313 -0.92119 0.77497 0.0586 0.1210 -0.1540 0.2204
H -2.23608 1.53477 -1.15821 -0.0023 -0.0656 0.2547 0.2182
H -2.86963 1.51168 0.56076 0.1552 -0.1127 -0.0868 0.2172
```
Forces are in eV/Å.

Calculated values
SMILES: C=CCC=C1CC1
Relative energy (zero: lowest compared OMol25 entry of this formula, charge and spin), eV: 2.570
Orbital gap, eV: 10.25
Highest occupied orbital energy, eV: -9.083

***

This record from the OMol25 dataset describes one molecule with the formula C2H3NO2. The level of theory is ωB97M-V with the def2-TZVPD basis set.

The geometry in XYZ format:
```
8
Properties=species:S:1:pos:R:3:forces:R:3:nbo_charge:R:1
C 0.65948 0.63845 -0.24707 -0.2025 1.9290 -0.1249 0.0259
C 0.67255 -0.64979 -0.26033 -2.8196 -0.4727 0.6705 -0.0012
O -0.65297 -1.18642 -0.08550 2.2805 0.5067 -0.4359 -0.3597
N -1.40492 -0.01956 0.14483 -2.3215 -0.5618 -1.8394 -0.0526
O -0.63796 1.10805 -0.07275 1.5440 1.2735 -0.8896 -0.3566
H 1.47811 1.33862 -0.42820 -0.6360 -0.1882 0.2971 0.2255
H 1.48723 -1.23038 -0.14686 2.2100 -2.3058 -0.1609 0.2061
H -1.60150 0.00103 1.09588 -0.0550 -0.1806 2.4831 0.3126
```
Forces are in eV/Å.

Calculated values
SMILES: C1=CONO1
Relative energy (zero: lowest compared OMol25 entry of this formula, charge and spin), eV: 5.034
Orbital gap, eV: 9.23
Highest occupied orbital energy, eV: -8.224

***

Max |F|? In order: 1.7, 0.3, 3.2 eV/A.